DFT (ωB97M-V/def2-TZVPD) results for a molecular structure, C20H21BF2N8ReS5.

Properties
* E_HOMO (alpha / beta): -11.03 / -11.03 eV
* calculated total energy: -95417.0018 eV
* ΔE to the lowest compared entry with this formula, charge and spin: 1.2 kJ/mol
* charge: +1

The geometry in XYZ format:
```
58
C20H21BF2N8ReS5 (ωB97M-V/def2-TZVPD)
Re -1.00 -0.82 -0.95
C 1.81 -2.42 -2.75
C 2.08 -1.54 -1.57
C 3.33 -1.33 -1.02
C 3.13 -0.47 0.05
N 1.82 -0.20 0.14
N 1.15 -0.85 -0.87
B 1.02 0.66 1.12
N 0.15 1.65 0.27
C 0.24 2.98 0.20
C -0.68 3.44 -0.74
C -1.30 2.31 -1.24
C -2.37 2.23 -2.27
N -0.78 1.21 -0.62
N 0.05 -0.28 1.88
C 0.03 -0.58 3.18
C -1.04 -1.41 3.42
C -1.66 -1.59 2.19
C -2.88 -2.43 1.98
N -0.97 -0.91 1.24
N 1.82 1.48 2.09
C 1.32 2.23 3.11
C 2.32 3.02 3.59
C 3.45 2.70 2.79
C 4.83 3.26 2.87
N 3.13 1.79 1.88
H 2.65 -3.11 -2.86
H 1.76 -1.82 -3.67
H 0.91 -3.00 -2.66
H 4.26 -1.74 -1.35
H 3.81 -0.01 0.74
H 0.94 3.52 0.81
H -0.86 4.46 -1.03
H -2.62 3.23 -2.61
H -3.28 1.78 -1.87
H -2.05 1.64 -3.13
H 0.77 -0.19 3.85
H -1.35 -1.83 4.36
H -3.61 -2.19 2.76
H -2.63 -3.49 2.09
H -3.36 -2.28 1.02
H 0.28 2.16 3.40
H 2.27 3.73 4.40
H 4.89 4.02 3.64
H 5.13 3.70 1.92
H 5.55 2.47 3.11
S -5.83 -2.15 -6.16
C -4.76 -1.82 -5.01
S -5.19 -1.62 -3.31
C -3.59 -1.30 -2.74
C -2.59 -1.30 -3.66
S -0.97 -0.97 -3.18
S -3.04 -1.63 -5.30
S -3.23 -0.95 -1.09
F -1.20 -3.72 -1.74
C -0.87 -2.99 -0.62
F 0.37 -3.41 -0.23
H -1.56 -3.30 0.16
```